ORCA calculation (the ωB97M-V functional and the def2-TZVPD basis) on a structure of composition C41H41N4O4Ta in a non-equilibrium geometry.

Structure (XYZ):
```
91
Properties=species:S:1:pos:R:3:forces:R:3:lowdin_charge:R:1
Ta 0.064557 0.825437 -0.485726 2.4689 -0.5591 -0.7843 1.94
O -0.059643 2.095637 0.742074 -1.5311 0.1353 0.8933 -0.24
C 0.519657 3.211137 1.350674 1.3270 2.0955 0.8474 -0.39
C 2.029657 3.115137 0.926674 -0.6293 -0.0075 0.0777 -0.03
C 2.609657 1.780837 1.259374 0.5165 0.0374 0.4895 -0.24
C 3.536657 1.638637 2.288474 -0.2043 -0.0684 -0.2768 0.03
C 4.045857 0.385137 2.582374 -0.1182 0.0800 -0.1992 0.02
C 3.634257 -0.699963 1.827474 -0.1642 0.2060 -0.2260 0.03
C 2.693957 -0.514663 0.820374 0.4420 -0.2290 0.3843 -0.23
C 2.128357 -1.687763 0.085874 -0.6167 0.0711 0.2136 -0.04
C 0.683257 -1.937063 0.628774 0.9017 -1.7393 -0.0340 -0.40
O 0.025057 -0.730463 0.385674 -0.6541 -1.9911 1.7832 -0.29
C 0.715457 -2.304763 2.107574 -0.2703 0.4266 0.1060 -0.18
C -0.113743 -1.651663 3.007674 0.1219 0.0945 -0.1674 -0.04
C -0.187743 -2.077863 4.323974 -0.0537 -0.0123 0.0682 -0.06
C 0.558657 -3.164063 4.742974 -0.0485 0.0396 0.0863 -0.05
C 1.379857 -3.824663 3.845874 0.0942 -0.0422 -0.1387 -0.04
C 1.452257 -3.405563 2.530474 0.0262 0.1753 -0.0598 -0.02
C -0.038843 -3.104163 -0.049726 -0.1656 0.1016 -0.1257 -0.16
C -1.283743 -3.456763 0.468474 -0.0551 -0.0589 -0.1629 -0.02
C -1.933243 -4.598363 0.034874 -0.0123 0.1134 0.0728 -0.06
C -1.354843 -5.400663 -0.935626 0.0959 0.0529 -0.1079 -0.08
C -0.135843 -5.037563 -1.480326 -0.0066 -0.0972 -0.0591 -0.07
C 0.519257 -3.894963 -1.043126 0.0417 0.2230 0.1052 -0.03
N 2.196057 0.706737 0.562674 -1.1495 0.2771 -0.6791 0.08
C -0.124543 4.492137 0.823274 -0.2047 -0.2744 -0.1284 -0.18
C 0.578457 5.542637 0.247374 0.0675 -0.2727 0.0930 -0.03
C -0.082543 6.703437 -0.121326 -0.0346 0.0928 -0.0247 -0.05
C -1.447343 6.823937 0.077174 0.1642 0.0749 -0.0445 -0.06
C -2.157943 5.772537 0.630874 -0.0675 -0.1638 0.0634 -0.05
C -1.501343 4.612837 0.999674 0.1308 0.0260 -0.0905 -0.03
C 0.373757 3.133437 2.870174 -0.2207 -0.4534 -0.1196 -0.15
C 0.259457 4.264337 3.671974 0.1119 -0.0456 -0.2040 -0.01
C 0.058657 4.132937 5.036074 0.0450 -0.0091 0.0420 -0.05
C -0.023843 2.877437 5.616074 0.0158 -0.0159 -0.0304 -0.06
C 0.125257 1.747837 4.827574 0.0438 -0.0421 0.0426 -0.05
C 0.323857 1.877537 3.464474 0.0381 0.0687 -0.0898 -0.03
H 2.582457 3.904437 1.437274 -0.0208 -0.0754 -0.1505 0.14
H 2.065657 3.262237 -0.158326 0.1092 0.1247 0.0650 0.12
H 3.830157 2.506137 2.858674 0.0294 0.0793 0.0015 0.14
H 4.751157 0.257737 3.387274 0.0949 -0.0247 0.1038 0.13
H 4.009457 -1.690663 2.025274 0.0300 -0.1008 -0.0001 0.13
H 2.753157 -2.565663 0.237274 -0.0411 0.0603 -0.0852 0.13
H 2.044057 -1.466963 -0.980526 0.1013 -0.1003 -0.0745 0.10
H -0.722643 -0.826063 2.662874 -0.0485 0.0026 0.1023 0.11
H -0.850343 -1.579363 5.014674 -0.0689 0.0560 0.0697 0.11
H 0.487057 -3.513463 5.758974 -0.0074 -0.0180 0.1770 0.11
H 1.950657 -4.683163 4.160474 0.0649 -0.1095 0.0665 0.12
H 2.056457 -3.957763 1.826274 0.0910 -0.1197 -0.0751 0.12
H -1.730043 -2.852063 1.242074 -0.0612 0.0264 0.1504 0.12
H -2.871843 -4.881263 0.483474 -0.1640 -0.0047 0.0185 0.12
H -1.853343 -6.296163 -1.268626 -0.0380 -0.1657 -0.0079 0.12
H 0.329057 -5.658563 -2.229826 0.0395 -0.0778 -0.1104 0.11
H 1.478157 -3.645763 -1.468626 0.1848 -0.0183 -0.0619 0.11
H 1.644557 5.485937 0.089674 0.1144 -0.0015 0.0170 0.11
H 0.482657 7.515937 -0.554426 -0.0146 0.0600 -0.0227 0.11
H -1.949343 7.738437 -0.191426 -0.0960 0.1130 -0.0565 0.11
H -3.220743 5.858737 0.793074 -0.1175 0.0203 -0.0110 0.11
H -2.047543 3.793137 1.443574 -0.1258 -0.0332 0.1146 0.13
H 0.320657 5.247837 3.234474 -0.0740 0.1524 -0.0663 0.12
H -0.044943 5.016237 5.647574 -0.0026 0.0797 0.0302 0.12
H -0.204443 2.780537 6.675574 0.0133 -0.0059 0.0889 0.11
H 0.089657 0.765137 5.271774 -0.0212 -0.1055 0.0523 0.10
H 0.433657 0.997737 2.844774 -0.0261 -0.0998 0.1123 0.08
N 2.320057 0.784237 -2.492526 -0.2383 -0.1976 -0.3009 0.02
C 1.807457 1.852937 -3.378026 -0.3183 0.0043 0.0251 -0.12
C 0.292857 1.858637 -3.134426 0.8854 -0.2711 -2.9974 -0.60
O -0.530843 1.576437 -3.960626 0.1524 0.3671 0.3240 0.13
O 0.047157 2.073537 -1.873026 -0.6616 1.5099 -0.0314 -0.19
H 3.317457 0.931337 -2.336326 -0.2599 -0.1076 0.2636 0.11
H 2.246257 -0.095763 -3.004326 0.1002 0.1139 0.1333 0.09
H 2.030557 1.682537 -4.435226 -0.1342 0.0781 0.1876 0.14
H 2.215857 2.816637 -3.064426 0.0075 -0.1030 -0.0491 0.13
N -0.844943 -0.510263 -2.038026 -0.1200 0.4679 0.1718 0.11
C -1.377443 -1.168863 -2.844426 0.6594 0.4600 0.7461 -0.17
N -1.896443 -1.935563 -3.705826 -0.1799 -0.1946 -0.2892 -0.04
C -2.647643 -3.126763 -3.308426 -0.5968 -0.5703 0.2804 -0.12
C -3.985643 -3.142763 -4.038526 0.1659 -0.1268 -0.1102 -0.16
C -3.781943 -3.072563 -5.549226 -0.1013 0.2374 0.1133 -0.19
C -2.983643 -1.823463 -5.914226 0.0803 -0.2077 0.0426 -0.16
C -1.666343 -1.776963 -5.144926 -0.0172 0.3242 -0.8431 -0.10
H -2.787743 -3.117863 -2.226326 0.1320 0.0254 -0.0661 0.12
H -2.051643 -4.007363 -3.571026 0.0030 0.1065 0.0292 0.13
H -4.584043 -2.292863 -3.706726 -0.0778 0.0012 0.0602 0.13
H -4.514643 -4.057463 -3.774126 -0.0354 0.0064 0.1031 0.13
H -4.751443 -3.048263 -6.045926 0.0376 -0.0570 -0.0497 0.12
H -3.255743 -3.963663 -5.896926 0.0122 -0.0725 -0.0209 0.12
H -3.568543 -0.926463 -5.706126 0.0125 0.0533 0.0175 0.13
H -2.750143 -1.831963 -6.979126 0.0234 0.1143 0.0009 0.13
H -1.151243 -0.831263 -5.320126 0.0473 -0.0871 0.0907 0.13
H -1.027743 -2.608263 -5.465526 0.0304 0.1023 0.1046 0.14
```
Forces are in eV/Å.

Summary:
HOMO energy, eV: -13.6050
E, eV: -58874.632
Frontier orbital gap, eV: 6.98
Relative energy (zero: lowest compared OMol25 entry of this formula, charge and spin), kcal per mole: 48.6
Charge: +2